A structure of composition C20H16IrN5O5S2 at a distorted geometry, computed with ωB97M-V/def2-TZVPD.

## Properties
* DFT total energy: -63197.1358 eV
* E_LUMO: -0.615 eV
* ΔE to the lowest compared entry with this formula, charge and spin: 35.0 kcal per mole
* highest occupied orbital energy: -0.2901 Ha

```
! RIJCOSX wB97M-V def2-TZVPD def2/J DEFGRID3
* xyz 0 1
Ir -0.79154 0.58692 -1.05919
S -0.81901 -1.48455 0.81711
S -1.28337 1.25806 -5.60001
O -1.95509 -1.22198 -0.12300
O -1.07069 -1.06070 2.16316
O 0.36886 -0.82188 0.18918
O 1.33442 0.47474 -2.15900
O 0.48753 3.49498 1.09361
N -3.04014 5.17110 -0.02458
N -2.11723 1.68484 -0.03561
N -1.34802 1.24308 -2.82073
N -3.87907 3.40776 1.19870
N 0.60378 1.89738 -0.59916
C -0.57547 -3.21685 0.81989
C 0.41496 -3.73878 1.64301
C 4.83042 3.67519 -0.00721
C -3.00887 3.85004 0.30166
C -2.12708 2.97370 -0.34658
C 2.57947 2.95036 -0.02997
C 2.88378 2.05769 -1.04702
C 5.13562 2.77018 -1.01860
C -0.18453 -5.96244 0.91363
C 1.10720 2.84822 0.29067
C -2.97451 1.22240 0.89414
C 3.53928 3.77344 0.51147
C -1.38442 -4.04503 0.05658
C -3.84898 2.10935 1.48273
C 4.15742 1.93470 -1.55492
C 1.60702 1.38561 -1.37638
C 0.02148 -7.45234 0.95340
C -1.29868 1.23861 -3.99399
C 0.60407 -5.10867 1.68221
C -1.18179 -5.41354 0.11141
H 0.11973 -7.85670 -0.05441
H 5.61229 4.31374 0.38310
H 1.02031 -3.07487 2.24737
H 6.15016 2.71516 -1.39027
H 0.91414 -7.71354 1.51952
H -3.62876 5.76175 0.53504
H -1.81638 -6.07216 -0.47003
H -4.56377 1.75996 2.21637
H -2.26405 5.58905 -0.50272
H 4.38150 1.22619 -2.34084
H -0.83137 -7.94604 1.42329
H 1.36692 -5.52548 2.32855
H 3.29655 4.46346 1.30907
H -2.15868 -3.61408 -0.56265
H -1.44364 3.31221 -1.10950
H -2.94176 0.17976 1.14150
*
```

Results of the Mulliken charge analysis, in e, for atoms 1 through 6:
1. Ir 1.524
2. S 1.655
3. S -0.417
4. O -0.879
5. O -0.638
6. O -0.814